The following is a DFT calculation (ωB97M-V/def2-TZVPD) of a molecular structure, C4H6F2NO3.

Last column: Mulliken charge in e.
Atoms and positions in Å:
C: -2.261 -1.873 0.027  0.293
C: -0.078 1.108 0.254  -1.566
C: -0.984 -1.310 0.331  0.272
C: -0.409 -0.160 -0.546  0.299
N: 2.482 -1.502 0.400  -0.141
O: -2.948 -2.617 -0.569  -0.568
O: -2.386 -0.941 0.981  -0.454
O: 0.530 -0.761 -1.289  -0.830
F: 3.238 -0.328 0.480  -0.221
F: 3.333 -2.311 -0.492  -0.297
H: -0.909 1.686 0.461  0.441
H: 0.559 0.923 0.994  0.433
H: 0.516 1.691 -0.458  0.332
H: -0.302 -2.019 0.988  0.269
H: -1.237 0.265 -1.182  0.274
H: 1.517 -1.207 -0.424  0.464

For the relative energy (zero: lowest compared OMol25 entry of this formula, charge and spin), the calculation gives 0.0 kcal per mole. Its HOMO energy is -4.5 eV. As for the net charge: -1. Its gap between HOMO and LUMO is 8.2 eV. The LUMO energy comes out at 3.734 eV. The total energy comes out at -17308.3470 eV.

=====

The following is a DFT calculation (ωB97M-V/def2-TZVPD) of 2 unconnected molecules or ions with the total composition C4H6F2O.

Last column: Mulliken charge in e.
Atoms and positions in Å:
C: -0.848 -0.899 -0.233  -0.823
C: -0.031 -0.088 -0.857  0.743
C: -0.055 -0.587 2.140  0.053
C: -0.211 1.296 -1.417  -1.075
O: 0.991 -1.377 2.363  -0.277
F: 1.293 -0.491 -0.955  -0.299
F: 0.202 0.689 1.906  -0.118
H: -1.929 -0.592 -0.353  0.238
H: -0.596 -1.973 -0.106  0.340
H: -1.031 1.903 -0.987  0.317
H: -0.492 1.236 -2.518  0.290
H: 0.725 1.957 -1.297  0.290
H: 1.981 -1.074 2.315  0.322

For the relative energy (zero: lowest compared OMol25 entry of this formula, charge and spin), the calculation gives 79.5 kcal per mole. Its HOMO energy is -8.9 eV. As for the net charge: 0. Its gap between HOMO and LUMO is 9.6 eV. The LUMO energy comes out at 0.731 eV. The total energy comes out at -11724.2197 eV.

=====

The following is a DFT calculation (ωB97M-V/def2-TZVPD) of 2 unconnected molecules or ions with the total composition C4H6F2O.

Last column: Mulliken charge in e.
Atoms and positions in Å:
C: 1.026 -0.397 0.380  0.540
C: 1.202 0.852 0.834  -0.367
C: 0.932 -0.716 -1.106  -1.102
C: -2.573 0.607 -0.187  -0.200
O: -2.251 0.078 0.942  -0.296
F: 0.955 -1.391 1.199  -0.291
F: 1.219 1.807 -0.121  -0.265
H: 1.169 0.015 -1.828  0.346
H: 1.443 -1.639 -1.379  0.349
H: 0.008 -1.067 -1.468  0.335
H: 1.359 1.056 1.829  0.463
H: -2.198 1.686 -0.156  0.115
H: -2.292 -0.890 1.062  0.373

For the relative energy (zero: lowest compared OMol25 entry of this formula, charge and spin), the calculation gives 108.7 kcal per mole. Its HOMO energy is -8.5 eV. As for the net charge: 0. Its gap between HOMO and LUMO is 9.2 eV. The LUMO energy comes out at 0.713 eV. The total energy comes out at -11722.9545 eV.